Entry 1:
Computed, not measured: 2 unconnected molecules or ions with the total composition C4H12 at a distorted geometry, with ωB97M-V with the def2-TZVPD basis set.

CARTESIAN COORDINATES (ANGSTROEM)
C 1.547 -1.511 0.564
C 0.703 -2.400 1.465
H 2.366 -2.048 0.078
H 0.930 -1.059 -0.213
H 2.000 -0.713 1.138
H 0.085 -1.802 2.128
H 1.326 -3.026 2.105
H 0.051 -3.080 0.921
C -0.842 1.334 -0.694
C -1.416 2.619 -1.290
H 0.242 1.316 -0.773
H -1.130 1.032 0.314
H -1.114 0.498 -1.356
H -0.714 3.452 -1.271
H -1.690 2.460 -2.326
H -2.341 2.927 -0.790

Summary:
Orbital gap: 12.855 eV
Total charge: 0
Maximum force: 1.3 eV Å⁻¹

Entry 2:
Computed, not measured: 2 unconnected molecules or ions with the total composition C4H12 at a distorted geometry, with ωB97M-V with the def2-TZVPD basis set.

CARTESIAN COORDINATES (ANGSTROEM)
C -1.858 0.885 0.570
C -2.679 -0.388 0.362
H -2.059 1.344 1.532
H -0.813 0.596 0.502
H -2.021 1.483 -0.325
H -3.613 -0.221 -0.186
H -2.171 -1.016 -0.383
H -2.832 -1.022 1.232
C 1.583 -0.406 -0.576
C 2.997 -0.001 -0.273
H 0.903 0.380 -0.901
H 1.478 -1.174 -1.353
H 0.985 -0.871 0.214
H 3.743 -0.794 -0.244
H 3.000 0.405 0.743
H 3.358 0.802 -0.914

Summary:
Orbital gap: 12.558 eV
Total charge: 0
Maximum force: 2.2 eV Å⁻¹

Entry 3:
Computed, not measured: 2 unconnected molecules or ions with the total composition C4H12 at a distorted geometry, with ωB97M-V with the def2-TZVPD basis set.

CARTESIAN COORDINATES (ANGSTROEM)
C -1.774 0.198 -0.062
C -2.595 1.211 0.733
H -2.026 0.133 -1.117
H -0.701 0.397 0.018
H -1.840 -0.790 0.403
H -2.314 2.227 0.451
H -2.401 1.108 1.797
H -3.653 1.114 0.494
C 1.395 -0.516 -0.347
C 2.895 -0.824 -0.343
H 1.214 0.409 0.188
H 0.991 -0.376 -1.347
H 0.944 -1.440 0.013
H 3.132 -1.717 -0.926
H 3.184 -1.137 0.662
H 3.548 0.002 -0.615

Summary:
Orbital gap: 12.488 eV
Total charge: 0
Maximum force: 1.5 eV Å⁻¹

Entry 4:
Computed, not measured: 2 unconnected molecules or ions with the total composition C4H12 at a distorted geometry, with ωB97M-V with the def2-TZVPD basis set.

CARTESIAN COORDINATES (ANGSTROEM)
C 0.426 -2.596 0.570
C 0.676 -1.142 0.694
H 1.172 -3.277 0.329
H 0.044 -3.131 1.566
H -0.378 -2.749 -0.176
H 1.834 -1.158 0.598
H 0.457 -0.881 1.772
H 0.212 -0.502 -0.062
C -0.842 1.678 -1.246
C -0.105 2.347 -0.021
H -0.260 1.257 -2.063
H -1.265 0.741 -0.860
H -1.828 2.169 -1.657
H 0.950 2.098 -0.120
H -0.426 3.414 -0.060
H -0.669 1.731 0.736

Summary:
Orbital gap: 12.226 eV
Total charge: 0
Maximum force: 5.1 eV Å⁻¹

Entry 5:
Computed, not measured: 2 unconnected molecules or ions with the total composition C4H12 at a distorted geometry, with ωB97M-V with the def2-TZVPD basis set.

CARTESIAN COORDINATES (ANGSTROEM)
C 0.745 0.146 -2.346
C -0.623 -0.495 -2.155
H 0.852 0.527 -3.362
H 0.875 0.935 -1.612
H 1.621 -0.506 -2.436
H -1.376 0.295 -2.196
H -0.941 -1.176 -2.944
H -0.593 -1.005 -1.193
C -0.021 0.215 1.504
C -0.157 0.143 3.036
H -0.477 1.098 1.066
H 1.045 0.112 1.298
H -0.441 -0.717 1.118
H 0.334 0.971 3.555
H 0.384 -0.706 3.448
H -1.227 0.162 3.218

Summary:
Orbital gap: 12.599 eV
Total charge: 0
Maximum force: 1.8 eV Å⁻¹

Entry 6:
Computed, not measured: 2 unconnected molecules or ions with the total composition C4H12 at a distorted geometry, with ωB97M-V with the def2-TZVPD basis set.

CARTESIAN COORDINATES (ANGSTROEM)
C 2.140 0.223 1.360
C 1.997 0.335 -0.172
H 3.068 0.701 1.668
H 1.330 0.724 1.885
H 2.168 -0.817 1.666
H 2.399 -0.541 -0.665
H 0.966 0.506 -0.476
H 2.466 1.262 -0.501
C -2.268 -1.009 -0.782
C -1.859 0.406 -0.424
H -3.221 -0.993 -1.318
H -1.551 -1.649 -1.291
H -2.553 -1.570 0.114
H -1.165 0.786 -1.182
H -1.291 0.467 0.504
H -2.625 1.169 -0.385

Summary:
Orbital gap: 12.737 eV
Total charge: 0
Maximum force: 1.8 eV Å⁻¹

Entry 7:
Computed, not measured: 2 unconnected molecules or ions with the total composition C4H12 at a distorted geometry, with ωB97M-V with the def2-TZVPD basis set.

CARTESIAN COORDINATES (ANGSTROEM)
C 2.340 0.228 0.280
C 2.505 -1.115 -0.440
H 2.719 0.134 1.307
H 3.073 0.975 -0.041
H 1.344 0.645 0.213
H 2.655 -0.966 -1.509
H 1.688 -1.737 -0.088
H 3.427 -1.643 -0.184
C -2.773 0.097 0.684
C -2.100 0.775 -0.534
H -2.390 -0.921 0.767
H -2.502 0.662 1.568
H -3.841 -0.040 0.542
H -1.053 0.957 -0.299
H -2.102 0.068 -1.364
H -2.609 1.702 -0.785

Summary:
Orbital gap: 12.726 eV
Total charge: 0
Maximum force: 2.0 eV Å⁻¹

Entry 8:
Computed, not measured: 2 unconnected molecules or ions with the total composition C4H12 at a distorted geometry, with ωB97M-V with the def2-TZVPD basis set.

CARTESIAN COORDINATES (ANGSTROEM)
C 0.614 -1.847 1.306
C 0.345 -0.766 2.334
H 1.219 -2.711 1.583
H -0.338 -2.307 0.998
H 1.078 -1.464 0.402
H 0.161 0.202 1.857
H 1.147 -0.581 3.049
H -0.509 -0.987 2.969
C -0.179 0.944 -1.217
C -0.753 1.691 -2.398
H -0.911 0.540 -0.513
H 0.481 0.111 -1.502
H 0.444 1.571 -0.582
H -1.437 1.075 -2.991
H 0.030 1.955 -3.108
H -1.256 2.605 -2.100

Summary:
Orbital gap: 12.847 eV
Total charge: 0
Maximum force: 1.1 eV Å⁻¹